# C2H4N2O2

A molecular structure, C2H4N2O2 (the ωB97M-V functional and the def2-TZVPD basis, OMol25).

Last column: Mulliken charge in e.
Cartesian coordinates (Å):
C1 1.32 -0.55 -0.55  -0.1208
C2 0.34 1.05 0.27  0.2694
H1 1.96 -1.16 -1.11  0.4331
H2 -0.07 2.01 0.61  0.3527
H3 -1.93 -0.56 -1.01  0.3054
H4 -1.99 -0.15 0.37  0.3588
N1 1.17 0.79 -0.66  -0.4711
N2 0.65 -1.14 0.41  -0.2759
O1 -0.02 0.00 0.99  -0.2107
O2 -2.56 -0.09 -0.41  -0.6408

As for the relative energy (zero: lowest compared OMol25 entry of this formula, charge and spin): 275.0 kJ/mol. The total energy is -9212.373 eV. The orbital gap comes out at 12.1 eV. Its HOMO energy is -0.4180 Ha. Its total charge is 0.


# C11H16BClN6Re

A molecular structure, C11H16BClN6Re (the ωB97M-V functional and the def2-TZVPD basis, OMol25).

Last column: Mulliken spin population.
Cartesian coordinates (Å):
H1 -0.11 3.14 2.21  -0.0028
N1 0.16 1.76 0.59  0.0574
B1 0.67 0.81 -1.79  -0.0499
N2 0.52 1.94 -0.76  0.0068
C1 0.68 3.25 -0.99  0.0676
Re1 -0.09 -0.11 1.12  2.8017
H2 0.96 3.56 -1.99  0.0034
C2 0.45 3.96 0.19  0.0347
H3 0.49 5.02 0.28  0.0022
C3 0.13 3.01 1.17  -0.0194
H4 1.15 1.20 -2.83  -0.0003
C4 -2.24 -2.89 2.94  0.0038
H5 -2.59 -3.20 3.94  0.0017
H6 -1.19 -3.20 2.75  -0.0004
H7 -2.94 -3.29 2.18  0.0005
N3 -0.71 0.23 -2.05  -0.0200
N4 1.54 -0.33 -1.20  0.0074
N5 -1.47 -0.28 -1.03  0.0189
N6 1.43 -0.82 0.11  0.0677
C5 -1.36 0.15 -3.24  0.0133
C6 2.55 -0.97 -1.78  0.0689
H8 -0.89 0.51 -4.14  -0.0006
H9 2.80 -0.74 -2.79  0.0032
C7 -2.60 -0.40 -3.00  -0.0014
C8 3.10 -1.87 -0.87  0.0335
C9 -2.65 -0.67 -1.62  -0.0006
C10 2.40 -1.77 0.32  -0.0258
H10 -3.36 -0.55 -3.75  0.0005
H11 3.92 -2.53 -1.06  0.0023
H12 -3.50 -1.11 -1.14  -0.0010
H13 2.49 -2.25 1.29  -0.0034
H14 -2.16 -1.78 2.87  0.0014
Cl1 -0.55 0.68 4.20  0.0165
C11 0.63 -0.03 3.07  -0.1306
H15 1.53 0.58 3.27  0.0316
H16 0.80 -1.01 3.53  0.0113

The total energy is -35917.964 eV. The orbital gap (alpha / beta) comes out at 6.8 / 6.0 eV. Its HOMO energy (alpha / beta) is -0.5811 / -0.5805 Ha. Its total charge is +2. Its expectation value of S² is 3.78. As for the multiplicity: 4.


# C54H156BO36

29 unconnected molecules or ions with the total composition C54H156BO36 (the ωB97M-V functional and the def2-TZVPD basis, OMol25).

Last column: Mulliken charge in e.
Cartesian coordinates (Å):
O1 0.16 2.36 2.56  -0.1800
C1 0.02 1.38 1.84  -0.2254
O2 -0.21 1.44 0.51  0.2180
B1 -0.38 0.02 0.08  -0.8461
O3 -0.18 -0.85 1.29  -0.0250
C2 0.21 -0.05 2.31  0.4582
O4 0.69 -0.46 3.33  -0.6535
O5 0.55 -0.34 -1.07  -0.0234
C3 -0.05 -1.01 -1.99  0.1509
O6 0.47 -1.56 -2.88  -0.5318
C4 -1.54 -0.91 -1.73  0.0693
O7 -1.72 -0.28 -0.58  0.0794
O8 -2.36 -1.35 -2.50  0.0351
C5 2.12 -3.77 -0.89  -0.8487
C6 3.02 -3.82 -2.09  1.9950
C7 4.46 -3.89 -1.59  -1.5676
O9 2.75 -5.03 -2.83  -0.7958
H1 1.08 -3.69 -1.13  0.0835
H2 2.38 -2.92 -0.27  -0.0107
H3 2.34 -4.69 -0.30  0.5194
H4 2.87 -2.95 -2.74  -0.6826
H5 4.70 -2.92 -1.10  0.2253
H6 5.22 -4.03 -2.36  0.3736
H7 4.53 -4.69 -0.86  0.4090
H8 1.81 -5.17 -3.02  0.1747
C8 -5.27 5.40 -0.53  -1.2303
C9 -4.99 4.78 0.86  1.9901
C10 -5.08 5.72 1.99  -1.4913
O10 -5.91 3.71 1.25  -0.6107
H9 -5.32 4.63 -1.33  0.2171
H10 -4.57 6.22 -0.78  0.2770
H11 -6.30 5.77 -0.48  0.4288
H12 -3.97 4.39 0.93  -0.6712
H13 -4.98 5.15 2.92  0.2267
H14 -6.00 6.28 1.99  0.4127
H15 -4.23 6.46 2.00  0.2119
H16 -6.06 3.24 0.43  0.3391
C11 -0.42 2.28 5.97  1.0900
C12 -0.78 2.96 7.25  0.4448
C13 0.30 3.89 7.63  -1.2986
O11 -2.09 3.70 7.04  -0.5673
H17 -1.12 1.48 5.70  -0.2571
H18 0.57 1.83 6.14  -0.4173
H19 -0.31 3.01 5.15  -0.4280
H20 -0.92 2.14 7.96  0.3432
H21 1.31 3.45 7.59  0.1990
H22 0.13 4.46 8.55  0.4489
H23 0.33 4.69 6.88  0.2900
H24 -2.28 4.16 7.88  0.2485
C14 -0.18 3.21 -2.78  0.5810
C15 -0.55 2.89 -4.23  -0.4859
C16 -0.47 1.42 -4.57  2.1964
O12 -1.87 3.29 -4.47  -0.6542
H25 0.87 2.92 -2.64  -0.4646
H26 -0.94 2.70 -2.17  -0.2934
H27 -0.25 4.28 -2.60  0.2511
H28 0.04 3.52 -4.95  0.3983
H29 -1.11 0.83 -3.92  -0.9457
H30 0.53 0.99 -4.40  -0.8582
H31 -0.88 1.23 -5.56  -0.3383
H32 -2.52 2.89 -3.88  0.4370
C17 3.59 -7.05 -5.94  -1.2974
C18 4.23 -5.68 -6.18  0.6862
C19 4.22 -5.23 -7.64  -1.3972
O13 3.55 -4.60 -5.41  -0.2322
H33 3.65 -7.30 -4.90  0.3274
H34 4.16 -7.78 -6.49  0.4594
H35 2.54 -6.99 -6.23  0.2233
H36 5.23 -5.73 -5.80  0.2291
H37 4.67 -4.24 -7.82  0.3344
H38 3.19 -5.26 -8.00  0.2959
H39 4.81 -5.98 -8.25  0.3830
H40 3.51 -4.87 -4.46  0.1833
C20 3.60 2.97 -1.29  -0.3062
C21 2.98 4.23 -0.74  -0.4637
C22 1.98 3.91 0.36  1.0662
O14 3.92 5.17 -0.18  -0.4587
H41 4.05 2.44 -0.50  0.0249
H42 4.37 3.28 -1.96  0.7008
H43 2.85 2.37 -1.87  -0.3780
H44 2.50 4.80 -1.54  0.3646
H45 2.58 3.38 1.16  -0.7561
H46 1.22 3.32 -0.09  -0.3315
H47 1.63 4.89 0.66  0.1162
H48 4.41 5.52 -0.94  0.3948
C23 -4.35 -1.72 -6.65  -1.4950
C24 -3.52 -0.52 -6.08  2.5701
C25 -4.01 0.76 -6.71  -1.9560
O15 -3.71 -0.39 -4.65  -0.6014
H49 -5.41 -1.51 -6.51  0.3956
H50 -4.14 -2.70 -6.19  0.2215
H51 -4.27 -1.74 -7.76  0.4003
H52 -2.44 -0.63 -6.20  -0.7569
H53 -3.71 0.85 -7.75  0.3954
H54 -3.67 1.71 -6.27  0.3524
H55 -5.13 0.76 -6.66  0.4237
H56 -3.07 -0.95 -4.18  -0.2431
C26 -2.03 -4.30 -5.58  -0.8428
C27 -0.49 -4.21 -5.38  0.4024
C28 0.19 -3.10 -6.20  -0.5323
O16 -0.21 -4.17 -4.00  1.2317
H57 -2.36 -5.23 -5.18  0.4232
H58 -2.35 -4.33 -6.62  0.5637
H59 -2.53 -3.38 -5.20  -0.3893
H60 -0.10 -5.22 -5.71  0.1896
H61 0.01 -3.24 -7.29  0.5241
H62 1.27 -3.19 -6.02  0.0499
H63 -0.26 -2.13 -5.92  -0.2360
H64 -0.05 -3.26 -3.69  -0.5911
C29 -4.20 -3.89 -1.92  -1.3501
C30 -5.22 -2.75 -1.89  2.2926
C31 -6.03 -2.70 -3.15  -1.2526
O17 -6.08 -2.86 -0.73  -0.6853
H65 -3.31 -3.73 -1.31  -0.0648
H66 -3.86 -4.09 -2.95  0.1480
H67 -4.61 -4.86 -1.57  0.5388
H68 -4.57 -1.84 -1.76  -1.0359
H69 -6.56 -3.65 -3.25  0.3647
H70 -5.41 -2.48 -4.03  0.0588
H71 -6.72 -1.85 -3.08  0.4636
H72 -6.71 -2.14 -0.72  0.3708
C32 2.91 -0.31 -5.50  -1.1412
C33 3.31 0.52 -4.29  2.1959
C34 4.75 0.44 -3.83  -1.5107
O18 2.98 1.83 -4.68  -0.6870
H73 1.86 -0.12 -5.72  -0.0593
H74 3.16 -1.36 -5.44  0.1889
H75 3.39 0.19 -6.35  0.5280
H76 2.70 0.20 -3.44  -0.7682
H77 4.99 1.14 -3.00  0.1799
H78 5.33 0.84 -4.68  0.4581
H79 5.07 -0.59 -3.67  0.2832
H80 3.23 2.46 -3.97  0.3501
C35 3.32 5.81 3.49  -1.3264
C36 4.49 4.92 3.50  1.8912
C37 5.67 5.61 2.93  -1.5783
O19 4.74 4.56 4.89  -0.5176
H81 3.70 6.77 3.87  0.4354
H82 2.65 5.41 4.22  0.2207
H83 2.78 5.88 2.51  0.1509
H84 4.30 3.98 2.94  -0.7733
H85 6.39 4.89 2.50  0.3348
H86 6.13 6.21 3.73  0.5378
H87 5.37 6.33 2.13  0.2948
H88 5.65 4.51 5.13  0.2842
C38 -0.84 -4.02 1.68  0.1523
O20 -1.82 -4.93 2.19  -0.6830
H89 -0.52 -3.29 2.41  -0.0832
H90 0.03 -4.62 1.48  0.4336
H91 -1.18 -3.53 0.80  -0.2828
H92 -2.57 -4.43 2.49  0.3542
C39 -4.77 2.37 5.13  -0.9024
O21 -3.66 3.09 4.59  0.0183
H93 -5.26 1.92 4.25  0.1398
H94 -4.42 1.54 5.75  0.3663
H95 -5.48 3.08 5.62  0.2780
H96 -3.06 3.30 5.33  0.0097
C40 -1.34 5.36 0.16  0.2076
O22 -2.20 6.51 0.25  -0.4632
H97 -0.85 5.14 1.11  -0.3592
H98 -1.96 4.51 -0.20  -0.2918
H99 -0.60 5.54 -0.61  0.5746
H100 -1.59 7.23 0.11  0.2934
C41 1.17 -1.38 7.12  0.0310
O23 1.16 -2.76 7.13  -0.6006
H101 0.24 -1.06 6.69  -0.0668
H102 1.23 -1.00 8.15  0.3243
H103 1.92 -0.95 6.47  -0.0565
H104 2.01 -3.03 7.51  0.2918
C42 -0.48 0.37 -8.50  -0.6035
O24 -1.50 -0.59 -8.87  -0.5473
H105 -0.67 0.92 -7.55  0.2683
H106 0.48 -0.08 -8.33  0.2672
H107 -0.47 1.03 -9.31  0.4315
H108 -1.24 -1.41 -8.47  0.2987
C43 -1.19 5.33 3.74  0.2725
O25 -1.42 5.92 4.99  -0.7376
H109 -1.97 4.74 3.31  -0.0407
H110 -0.97 6.13 2.99  0.3734
H111 -0.27 4.75 3.77  -0.1994
H112 -1.82 5.26 5.58  0.3833
C44 6.37 -0.98 3.83  -0.1034
O26 6.70 0.34 3.40  -0.5924
H113 5.36 -1.29 3.55  -0.2115
H114 7.07 -1.68 3.42  0.3561
H115 6.45 -1.05 4.92  0.2569
H116 5.93 0.87 3.20  0.3439
C45 -4.16 -1.62 1.69  0.4387
O27 -4.20 -3.04 1.46  -0.5644
H117 -3.21 -1.34 2.15  -0.5158
H118 -4.27 -1.02 0.79  -0.1514
H119 -4.95 -1.34 2.35  0.6239
H120 -4.83 -3.24 0.77  0.2173
C46 -4.02 1.55 2.06  -1.3664
O28 -3.01 0.98 2.89  1.7963
H121 -4.03 2.64 2.19  0.6679
H122 -3.75 1.36 1.01  -0.5448
H123 -4.97 1.11 2.24  0.2928
H124 -2.77 1.65 3.55  -0.2854
C47 3.36 0.19 0.82  -0.5663
O29 4.57 0.70 1.36  -0.5510
H125 2.53 0.88 0.88  -0.4480
H126 3.48 -0.06 -0.24  0.5856
H127 3.03 -0.75 1.24  0.4518
H128 5.30 0.14 1.07  0.3637
C48 -2.37 -1.62 5.24  0.1808
O30 -3.49 -0.71 5.17  -0.6127
H129 -2.55 -2.44 4.54  0.2035
H130 -1.44 -1.13 4.92  -0.4409
H131 -2.34 -2.00 6.29  0.3511
H132 -3.40 -0.23 4.34  0.0665
C49 -0.25 -5.37 4.80  -0.0144
O31 0.93 -5.06 5.58  -0.5646
H133 -1.13 -5.40 5.48  0.3105
H134 -0.40 -4.57 4.09  -0.1816
H135 -0.18 -6.34 4.27  0.2989
H136 0.70 -4.29 6.09  0.3377
C50 3.18 1.65 4.12  -0.1360
O32 2.64 0.51 4.78  -0.0570
H137 2.81 1.66 3.11  -0.2597
H138 2.87 2.60 4.59  0.3920
H139 4.24 1.56 4.19  0.1561
H140 1.73 0.35 4.47  -0.0326
C51 -4.73 1.43 -2.01  0.4192
O33 -3.72 1.65 -2.95  -0.1447
H141 -5.72 1.64 -2.42  0.4607
H142 -4.73 0.42 -1.59  -0.1477
H143 -4.58 2.17 -1.22  -0.7209
H144 -3.70 0.94 -3.64  0.3666
C52 3.02 -3.15 4.24  0.1241
O34 3.25 -4.56 4.15  -0.6388
H145 3.74 -2.66 3.61  -0.0336
H146 2.11 -2.77 3.77  -0.0665
H147 3.13 -2.76 5.21  0.1587
H148 2.56 -5.06 4.64  0.4066
C53 4.35 1.45 7.76  -0.6470
O35 2.97 1.26 7.55  -0.4367
H149 4.86 2.13 7.03  0.0999
H150 4.46 1.86 8.78  0.2937
H151 4.96 0.58 7.67  0.3281
H152 2.91 1.06 6.60  0.1626
C54 -0.49 -7.72 -2.50  -0.6280
O36 -0.39 -6.95 -3.67  -0.4718
H153 -0.62 -7.10 -1.61  0.1694
H154 -1.48 -8.25 -2.55  0.2834
H155 0.29 -8.48 -2.32  0.2861
H156 -0.50 -6.02 -3.44  0.1242

The total energy is -132916.586 eV. The orbital gap comes out at 9.7 eV. Its HOMO energy is -0.2906 Ha. Its total charge is -1.


# C34H23ClF3N2O3SbSc

A molecular structure, C34H23ClF3N2O3SbSc (the ωB97M-V functional and the def2-TZVPD basis, OMol25).

Last column: Mulliken charge in e.
Cartesian coordinates (Å):
Sc1 -0.57 -0.06 -0.80  0.6950
O1 -1.75 -1.57 -0.84  -0.6378
C1 -1.89 -2.51 -1.79  0.7999
C2 -3.17 -2.94 -2.15  -0.2675
C3 -3.33 -3.88 -3.15  -0.5681
C4 -2.22 -4.42 -3.80  -0.8333
C5 -0.95 -4.00 -3.44  -1.1277
C6 -0.77 -3.05 -2.44  0.4481
C7 0.58 -2.58 -2.12  0.1644
N1 0.96 -1.38 -1.68  0.3836
C8 2.35 -1.38 -1.64  -0.7070
C9 2.80 -2.58 -2.05  -0.6364
N2 1.68 -3.33 -2.34  -0.0761
H1 -4.02 -2.51 -1.65  0.4951
H2 -4.32 -4.20 -3.43  0.4566
H3 -2.35 -5.15 -4.59  0.4290
H4 -0.10 -4.39 -3.99  0.3864
H5 2.90 -0.51 -1.33  0.5861
H6 3.80 -2.98 -2.15  0.4338
H7 1.68 -4.29 -2.63  0.2431
F1 5.22 5.79 2.33  -0.3124
C10 4.38 4.77 2.11  0.2927
C11 3.77 4.67 0.87  -0.5531
C12 2.91 3.61 0.64  -0.5561
C13 2.66 2.68 1.65  -0.0570
C14 3.29 2.81 2.88  -0.3176
C15 4.15 3.86 3.13  -0.6764
Sb1 1.34 1.09 1.32  1.4710
C16 2.09 -0.43 2.59  0.1287
C17 3.37 -0.93 2.36  -0.5172
C18 3.87 -1.98 3.11  -0.5999
C19 3.06 -2.54 4.08  0.3327
F2 3.53 -3.56 4.80  -0.3165
C20 1.79 -2.07 4.33  -0.7348
C21 1.31 -1.01 3.58  -0.2604
C22 -0.41 1.60 2.37  0.2083
C23 -0.51 2.67 3.25  -0.4194
C24 -1.71 2.97 3.87  -0.6693
C25 -2.82 2.19 3.59  0.2416
F3 -3.98 2.48 4.18  -0.3183
C26 -2.77 1.12 2.71  -0.8415
C27 -1.55 0.85 2.10  -0.3325
H8 3.98 5.41 0.11  0.4523
H9 2.43 3.53 -0.32  0.3968
H10 3.11 2.08 3.67  0.4492
H11 4.65 3.99 4.08  0.4651
H12 4.01 -0.48 1.60  0.4121
H13 4.87 -2.37 2.95  0.4638
H14 1.19 -2.53 5.11  0.4650
H15 0.31 -0.63 3.79  0.4578
H16 0.36 3.28 3.47  0.4458
H17 -1.81 3.80 4.56  0.4529
H18 -3.66 0.54 2.50  0.5117
H19 -1.57 -0.01 1.42  0.4351
Cl1 -4.21 -1.42 -5.93  -0.1831
C28 -3.63 -0.35 -4.70  0.3145
C29 -2.28 -0.30 -4.43  -0.8144
C30 -1.83 0.55 -3.43  -0.1148
C31 -2.72 1.32 -2.69  0.1827
C32 -4.07 1.28 -3.00  -0.6048
C33 -4.53 0.44 -4.00  -0.6403
C34 -2.26 2.15 -1.52  0.2689
O2 -2.96 2.96 -0.97  -0.6059
O3 -1.03 1.83 -1.12  -0.3948
H20 -1.59 -0.90 -5.01  0.4402
H21 -0.75 0.62 -3.28  0.8836
H22 -4.75 1.90 -2.43  0.5312
H23 -5.59 0.39 -4.24  0.4693

The total energy is -92664.945 eV. The orbital gap comes out at 8.1 eV. Its HOMO energy is -0.4193 Ha. Its total charge is +1.


# C2H2O2S2

2 unconnected molecules or ions with the total composition C2H2O2S2 (the ωB97M-V functional and the def2-TZVPD basis, OMol25).

Last column: Mulliken charge in e.
Cartesian coordinates (Å):
C1 -0.90 0.65 -0.63  0.6939
C2 -1.52 0.08 0.39  -0.8975
O1 1.63 0.16 1.05  -0.3034
O2 -0.49 1.13 -1.59  -0.3328
S1 2.46 -0.07 -0.06  0.4472
S2 2.46 -1.95 -0.62  -0.1501
H1 -1.83 -0.91 0.52  0.2963
H2 -1.80 0.91 0.95  0.2465

As for the relative energy (zero: lowest compared OMol25 entry of this formula, charge and spin): 207.8 kJ/mol. The total energy is -27869.452 eV. The orbital gap comes out at 7.4 eV. Its HOMO energy is -0.3404 Ha. Its total charge is 0.


| no. | largest force on an atom (eV/A) |
| --- | --- |
| 1 | 2.01 |
| 2 | 1.84 |
| 3 | 3.48 |
| 4 | 0.67 |
| 5 | 4.80 |